1) C3H8OS2 | ωB97M-V/def2-TZVPD

- frontier orbital gap (eV) = 8.663
- E_LUMO (eV) = 0.40
- SMILES string = CC=O.CSS
- HOMO (eV) = -8.26

```
! wB97M-V def2-TZVPD RIJCOSX def2/J DEFGRID3
* xyz 0 1
C -0.8612 0.4849 1.5717
S -1.0383 -0.9875 0.4589
S -1.9438 -2.4829 1.6392
H -0.1944 1.1671 1.0661
H -1.9029 0.7738 1.5463
H -0.5845 0.2933 2.6063
H -1.5858 -1.9520 2.8167
O 2.2901 -0.1169 -0.2707
C 1.4586 -0.2101 -1.1306
C 0.9421 0.8834 -2.0317
H 0.9735 -1.1847 -1.3401
H 1.1902 1.9120 -1.7760
H 1.3862 0.7050 -3.0187
H -0.1298 0.7147 -2.1375
*
```

2) C3H8OS2 | ωB97M-V/def2-TZVPD

- frontier orbital gap (alpha / beta) (eV) = 7.051 / 7.859
- E_LUMO (alpha / beta) (eV) = -0.78 / -0.35
- HOMO (alpha / beta) (eV) = -7.83 / -8.21

```
! wB97M-V def2-TZVPD RIJCOSX def2/J DEFGRID3
* xyz 0 1
C -0.1471 0.2398 -0.3663
C -2.6708 0.1201 -0.1903
C 2.3428 -0.6653 1.6431
O 1.0416 0.4164 -0.4739
S -1.2693 0.7150 0.8401
S 2.2284 1.0966 1.0589
H -0.0415 -0.1091 -3.4192
H -2.9525 0.7973 -0.9780
H -3.5043 0.0847 0.5795
H -2.4469 -0.8169 -0.6153
H 1.5471 -0.6925 2.2834
H 2.3865 -1.1179 0.7481
H 3.1910 -0.6433 2.2091
H 0.2949 0.5752 -3.3192
*
```

So which one is most stable? That would be 1), about 3.786 eV below the next structure.

1) C3H8OS2 | ωB97M-V/def2-TZVPD

- frontier orbital gap (eV) = 9.843
- E_LUMO (eV) = 0.71
- SMILES string = CSSO.C=C
- HOMO (eV) = -9.13

```
! wB97M-V def2-TZVPD RIJCOSX def2/J DEFGRID3
* xyz 0 1
C -3.1562 -0.1819 -0.1510
C 3.6482 0.0219 0.0832
C -2.1180 -0.9011 -0.5207
O -0.0455 1.4443 0.3102
S 2.0474 -0.8135 -0.0464
S 0.7501 0.6197 -0.8826
H -3.4684 0.6039 -0.9019
H -3.5955 -0.2188 0.7498
H -0.7136 0.8218 0.5822
H 3.8074 0.4210 1.1643
H 3.7804 0.9490 -0.4582
H 4.5324 -0.5746 -0.1584
H -1.6575 -0.8920 -1.4230
H -1.7579 -1.5487 0.1336
*
```

2) C3H8OS2 | ωB97M-V/def2-TZVPD

- frontier orbital gap (eV) = 9.598
- E_LUMO (eV) = 0.57
- SMILES string = OC[C@@H](S)CS
- HOMO (eV) = -9.03

```
! wB97M-V def2-TZVPD RIJCOSX def2/J DEFGRID3
* xyz 0 1
O 1.3162 -0.0263 -1.6845
H 1.9025 -0.4240 -2.1611
C 0.5973 -0.8610 -0.6697
C -0.4894 -0.1201 -0.1598
C -0.0775 1.2663 0.3383
H 0.6705 0.9568 1.3738
H 0.7675 1.7492 -0.1800
S -1.5361 2.1319 0.8937
H -2.1267 1.1666 1.6045
H -1.1991 0.0873 -0.9416
S -1.3490 -1.5007 1.0782
H -0.3446 -1.5713 1.7748
H 1.4839 -0.9501 -0.1463
H 0.3845 -1.9045 -1.1202
*
```

So which one is most stable? That would be 1), about 1.015 eV below the next structure.

1) C5H6 | ωB97M-V/def2-TZVPD

- frontier orbital gap (eV) = 9.779
- E_LUMO (eV) = 0.85
- SMILES string = C=C=CC=C
- HOMO (eV) = -8.93

```
! wB97M-V def2-TZVPD RIJCOSX def2/J DEFGRID3
* xyz 0 1
C 0.6148 -0.0339 -0.8048
C -0.2691 1.1055 -0.7772
C -1.0535 1.6477 0.1267
C 0.5830 -1.9118 0.9991
C 0.7628 -0.9284 0.1716
H 1.3944 -0.0003 -1.5665
H -0.4621 0.8882 -1.9053
H -1.8211 2.3633 -0.1321
H -0.7920 1.5819 1.1760
H -0.0396 -2.7623 0.7550
H 1.0824 -1.9499 1.9574
*
```

2) C5H6 | ωB97M-V/def2-TZVPD

- frontier orbital gap (alpha / beta) (eV) = 7.250 / 7.609
- E_LUMO (alpha / beta) (eV) = -0.76 / -0.78
- HOMO (alpha / beta) (eV) = -8.01 / -8.39

```
! wB97M-V def2-TZVPD RIJCOSX def2/J DEFGRID3
* xyz 0 1
C 2.1786 -0.0168 -0.6465
C 0.9218 0.0873 -0.1357
C 0.0741 1.1390 0.0211
C -0.3169 -0.8615 0.1866
C -1.1430 0.3940 0.4387
H 2.3435 -0.9869 -1.1450
H 0.1775 2.1330 -0.3501
H -0.6372 -1.4620 -0.6584
H -0.1325 -1.4939 1.0479
H -2.0008 0.5045 -0.2206
H -1.4651 0.5631 1.4620
*
```

3) C5H6 | ωB97M-V/def2-TZVPD

- frontier orbital gap (eV) = 9.989
- E_LUMO (eV) = 1.22
- SMILES string = C1=CCC=C1
- HOMO (eV) = -8.77

```
! wB97M-V def2-TZVPD RIJCOSX def2/J DEFGRID3
* xyz 0 1
C 0.0063 -1.1241 -0.0208
C 1.2291 -0.2120 -0.0040
C 0.7632 1.0273 -0.0580
C -0.7392 1.0676 -0.0042
C -1.1857 -0.1824 -0.0365
H -0.0860 -1.9298 -0.8332
H -0.0403 -1.5630 1.0378
H 2.2766 -0.4441 -0.0092
H 1.3581 1.9444 -0.0689
H -1.3918 2.0188 0.1115
H -2.1904 -0.6027 -0.1145
*
```

So which one is most stable? That would be 3), about 2.132 eV below the next structure.

1) C3H11NS2 | ωB97M-V/def2-TZVPD

- frontier orbital gap (eV) = 8.752
- E_LUMO (eV) = 0.47
- SMILES string = CCN.CSS
- HOMO (eV) = -8.28

```
! wB97M-V def2-TZVPD RIJCOSX def2/J DEFGRID3
* xyz 0 1
C 0.4477 -0.5683 2.2394
S -0.5226 -0.7066 0.7589
S -2.2768 -1.3119 1.7317
H 0.7475 -1.5062 2.7127
H 1.3828 -0.0325 2.0152
H -0.0538 0.0423 3.0080
H -2.9522 -1.5330 0.5953
C 1.6673 2.5155 -3.0228
C 1.1834 1.1969 -2.4611
N 2.0269 0.6820 -1.3810
H 1.9291 3.1663 -2.1939
H 0.8780 2.9862 -3.5938
H 2.5666 2.3735 -3.6352
H 1.1119 0.4345 -3.2352
H 0.1725 1.3139 -2.0846
H 1.5450 0.5954 -0.5030
H 2.9082 1.1547 -1.2501
*
```

2) C3H11NS2 | ωB97M-V/def2-TZVPD

- frontier orbital gap (eV) = 8.749
- E_LUMO (eV) = 0.83
- SMILES string = CNC.CSS
- HOMO (eV) = -7.92

```
! wB97M-V def2-TZVPD RIJCOSX def2/J DEFGRID3
* xyz 0 1
C -0.3207 -3.8133 -0.0310
S -1.9557 -3.0293 -0.8539
S -1.4228 -1.2287 -1.6531
H 0.3939 -4.0078 -0.8414
H -0.0713 -3.1613 0.8009
H -0.7330 -4.7453 0.4746
H -0.4340 -0.8116 -0.6141
C 0.8883 2.4576 -0.8278
N 0.5838 1.3276 0.1232
C -0.1626 1.9375 1.3254
H 1.3898 2.0191 -1.8177
H 1.5386 3.3355 -0.3412
H -0.1046 2.8757 -1.2584
H 1.4063 0.8163 0.4643
H -0.8603 1.2150 1.7538
H 0.5121 1.9681 2.2289
H -0.6478 2.8452 1.0675
*
```

So which one is most stable? That would be 1), about 1.509 eV below the next structure.

1) C5H13NO3Si | ωB97M-V/def2-TZVPD

- frontier orbital gap (eV) = 10.454
- E_LUMO (eV) = 0.65
- SMILES string = [H]/N=C/C(=O)O.C[Si](C)(C)O
- HOMO (eV) = -9.80

```
! wB97M-V def2-TZVPD RIJCOSX def2/J DEFGRID3
* xyz 0 1
C -0.7041 2.2261 -3.1475
C -1.1277 -0.1943 2.8650
C 1.7521 -0.7501 1.6250
C -0.6547 -1.2163 -0.1184
C 0.5462 1.2985 -2.9108
N 0.9069 1.1521 -1.7238
O -0.1904 3.4172 -3.5047
O -1.8357 1.9806 -2.9001
O -0.4053 -2.8691 2.2174
Si -0.0373 -1.3152 1.6903
H -0.4725 0.1273 3.6459
H -1.5349 0.7509 2.4867
H -1.9383 -0.8080 3.2134
H 1.7771 0.2245 1.3285
H 2.2152 -0.8440 2.6336
H 2.4257 -1.4632 1.0860
H -0.7615 -2.1026 -0.7330
H -1.6256 -0.7550 -0.1707
H 0.9456 0.7858 -3.7773
H 1.4889 0.4335 -1.3233
H 0.0329 -0.6450 -0.7723
H -0.8809 4.1239 -3.4130
H 0.0784 -3.5577 1.7031
*
```

2) C5H13NO3Si | ωB97M-V/def2-TZVPD

- frontier orbital gap (eV) = 10.076
- E_LUMO (eV) = 0.93
- SMILES string = C/C=N/[Si](OC)(OC)OC
- HOMO (eV) = -9.14

```
! wB97M-V def2-TZVPD RIJCOSX def2/J DEFGRID3
* xyz 0 1
C -0.3426 0.7729 -1.5942
C -1.0659 1.4712 -2.6758
C 1.5974 1.6129 1.7771
C -2.1344 -1.3471 2.1148
C 1.5914 -1.7402 -0.9766
N -0.8817 0.6078 -0.4712
O 0.5203 0.6722 1.9621
O -0.9313 -1.5072 1.3561
O 1.3629 -0.9320 0.1492
Si -0.0006 -0.2925 0.8015
H 0.6882 0.5837 -1.6982
H -1.1464 0.7902 -3.5732
H -0.6419 2.4597 -2.9483
H -2.0404 1.5950 -2.3540
H 1.8623 2.1779 2.6921
H 1.2854 2.3133 0.9753
H 2.4346 0.9704 1.5381
H -2.9990 -1.4700 1.4104
H -2.2169 -0.4446 2.7509
H -2.1237 -2.3016 2.7502
H 2.5986 -1.6462 -1.4403
H 0.8970 -1.5445 -1.7849
H 1.6867 -2.8012 -0.7612
*
```

So which one is most stable? That would be 2), about 1.889 eV below the next structure.

1) C6H11ClN2 | ωB97M-V/def2-TZVPD

- frontier orbital gap (eV) = 6.789
- E_LUMO (eV) = -0.14
- HOMO (eV) = -6.93

```
! wB97M-V def2-TZVPD RIJCOSX def2/J DEFGRID3
* xyz 0 1
C 0.1250 -0.8746 -2.6627
C 0.1599 0.5232 -1.9409
N -0.0686 0.4042 -0.5069
C 0.1789 1.4264 0.4070
C 0.0554 0.9161 1.6094
N -0.1590 -0.4427 1.3990
C -0.2475 -0.7233 0.1581
C -0.3049 -1.4328 2.4790
H 0.8973 -1.5687 -2.2964
H 0.3224 -0.7096 -3.7127
H -0.8225 -1.3947 -2.7344
H -0.6546 1.1734 -2.3245
H 1.1371 1.0687 -2.0455
H 0.3503 2.5243 0.3154
H 0.1940 1.3854 2.5755
H -0.3780 -1.6776 -0.2700
H 0.6864 -1.6691 2.8786
H -0.7137 -2.3681 2.0655
H -1.0022 -1.0665 3.2337
Cl 0.2441 4.5058 1.3729
*
```

2) C6H11ClN2 | ωB97M-V/def2-TZVPD

- frontier orbital gap (eV) = 7.178
- E_LUMO (eV) = 0.03
- HOMO (eV) = -7.15

```
! wB97M-V def2-TZVPD RIJCOSX def2/J DEFGRID3
* xyz 0 1
C 2.2924 -1.3994 0.3388
C 1.8731 0.0815 0.4015
N 0.4837 0.2977 0.3331
C -0.1552 1.5730 0.2802
C -1.4282 1.3593 -0.1254
N -1.6046 -0.0241 -0.1949
C -0.4454 -0.6142 0.0381
C -2.8533 -0.7225 -0.3208
H 3.4158 -1.2442 0.6229
H 2.1885 -1.8994 -0.6201
H 1.7926 -2.0546 1.0672
H 2.3575 0.5618 -0.4874
H 2.1476 0.6078 1.3521
H 0.4681 2.4881 0.2411
H -2.2266 2.0772 -0.3079
H -0.1868 -1.6771 0.1883
H -3.3865 -0.3961 -1.2614
H -3.4705 -0.4144 0.5590
H -2.6281 -1.7275 -0.2922
Cl 1.3660 3.1271 -1.8119
*
```

So which one is most stable? That would be 1), about 0.078 eV below the next structure.